Record 1
The following is a DFT calculation (ωB97M-V/def2-TZVPD) of an isolated ion of composition C24H23N2S and charge +1 at a distorted geometry.

```
50
Properties=species:S:1:pos:R:3:forces:R:3:nbo_charge:R:1
C 3.90450 -4.28303 -0.11833 0.1 -0.1 -0.1 -0.635
C 2.99148 -3.20734 0.39955 -0.1 0.0 0.1 0.010
C 1.99690 -3.54408 1.32213 -0.1 0.3 0.1 -0.205
C 1.13886 -2.56552 1.81297 0.1 0.0 0.1 -0.186
C 1.24000 -1.23742 1.38975 0.2 0.0 0.0 -0.103
C 0.30213 -0.20927 1.98237 0.3 -0.7 0.6 -0.077
C 0.92173 0.99819 2.65925 0.4 0.2 0.6 -0.066
C 0.09444 1.73369 3.52786 0.2 0.1 -0.5 -0.204
C 0.43502 3.03958 3.86604 0.2 0.0 0.1 -0.207
C 1.64458 3.58302 3.40609 -0.1 0.0 0.0 -0.199
C 2.56545 2.77553 2.73550 -0.1 -0.2 0.3 -0.224
C 2.22577 1.45584 2.41081 -0.4 0.3 -0.1 -0.154
C 2.21357 -0.89890 0.44705 0.3 -0.3 -0.2 -0.153
C 3.09864 -1.87732 -0.02549 -0.2 0.1 0.1 -0.226
H 4.73369 -3.85447 -0.69006 -0.1 -0.1 0.1 0.223
H 4.30954 -4.89636 0.69914 -0.1 0.2 -0.2 0.231
H 3.34860 -4.95983 -0.78285 0.2 0.2 0.1 0.230
H 1.91161 -4.56894 1.69298 0.0 0.3 -0.2 0.224
H 0.37925 -2.83085 2.55351 0.3 0.0 -0.2 0.210
H -0.28398 -0.71768 2.75191 -0.2 -0.1 0.0 0.225
H -0.81632 1.27166 3.92016 0.1 0.3 -0.3 0.219
H -0.23864 3.62494 4.49617 0.3 -0.1 -0.2 0.231
H 1.88347 4.62760 3.61273 0.0 -0.3 0.0 0.230
H 3.55613 3.15875 2.46860 -0.4 -0.1 0.2 0.231
H 2.97156 0.80767 1.95161 -0.3 0.3 0.0 0.223
H 2.32193 0.13483 0.10269 0.0 -0.5 0.1 0.206
H 3.91154 -1.59237 -0.70140 -0.4 -0.1 0.1 0.223
C -5.25167 -2.16777 -2.05674 0.5 0.3 0.3 -0.172
C -4.33291 -1.11805 -1.90652 -0.2 -0.2 0.0 -0.255
C -3.38704 -1.21229 -0.88632 0.1 0.3 0.3 0.209
C -3.33972 -2.30214 -0.01924 -0.5 -0.1 -0.4 -0.241
C -4.25174 -3.34991 -0.17414 0.0 0.1 -0.1 -0.176
C -5.20661 -3.27460 -1.19993 0.4 0.2 0.3 -0.199
S -2.06228 -2.10895 1.17870 0.0 0.2 -0.2 0.474
C -1.62912 -0.56810 0.50248 0.3 1.1 0.0 0.361
N -0.66457 0.26637 0.97231 -0.9 -0.9 -0.7 -0.385
C -0.31446 1.45589 0.18861 0.2 0.1 -0.1 -0.224
C -1.56393 2.03278 -0.41753 0.0 0.6 0.2 -0.427
C -2.25245 1.01718 -1.28265 -0.1 -0.1 -0.4 -0.213
N -2.42339 -0.23333 -0.53767 0.2 -0.4 0.1 -0.373
H -6.00352 -2.11929 -2.84296 0.2 0.0 0.2 0.239
H -4.35737 -0.24600 -2.56287 0.0 -0.4 0.2 0.235
H -4.21595 -4.20529 0.49634 -0.1 0.1 -0.2 0.238
H -5.92527 -4.08210 -1.33350 0.2 0.2 0.1 0.240
H 0.14162 2.19266 0.85159 -0.1 -0.2 0.0 0.256
H 0.43828 1.21019 -0.57870 -0.3 -0.1 0.1 0.209
H -2.22167 2.37840 0.38896 0.0 -0.1 -0.2 0.227
H -1.29121 2.90387 -1.01665 -0.1 -0.1 0.0 0.249
H -3.23968 1.36554 -1.58527 0.1 -0.1 0.0 0.232
H -1.65098 0.81826 -2.17863 -0.2 0.0 0.1 0.219
```
Forces are in eV/Å.

Values from the calculation:
HOMO   -11.61 eV
Kohn-Sham gap   8.9456 eV
Energy relative to the best compared isomer or geometry (same formula, charge and spin)   0.000 eV
Total charge   +1

=====

Record 2
The following is a DFT calculation (ωB97M-V/def2-TZVPD) of C24H23N4O2Pd as an isolated structure.

```
54
Properties=species:S:1:pos:R:3:forces:R:3:nbo_charge:R:1
Pd 0.49639 0.52927 0.15495 0.2 -0.4 -0.1 0.910
C 0.73578 2.70147 -3.53025 0.0 0.0 0.0 -0.708
C 0.20976 2.05629 -2.29344 0.2 0.2 0.2 0.602
O 0.97260 1.88146 -1.33841 -0.1 -0.1 0.0 -0.560
C -1.21654 1.69054 -2.30197 -0.1 -0.1 0.0 -0.320
C -2.00086 1.25537 -1.30463 0.0 0.2 -0.1 0.267
C -3.45887 0.99644 -1.46862 0.0 0.0 0.0 -0.670
N -1.45239 1.06475 0.01172 0.0 0.1 0.4 -0.158
N -2.25027 1.24840 0.93475 0.1 0.0 0.0 -0.129
C -1.66973 1.12526 2.31688 0.1 0.1 -0.2 0.632
O -0.52021 1.40518 2.51185 -0.3 0.3 -0.1 -0.503
C -2.65663 0.69277 3.30702 0.0 0.0 0.0 -0.141
C -2.18669 0.41016 4.59200 0.0 0.0 0.0 -0.146
C -3.06682 -0.02956 5.56080 0.0 0.0 0.0 -0.208
C -4.41390 -0.18821 5.25230 0.0 0.0 0.0 -0.148
C -4.88380 0.09217 3.97671 0.0 0.0 0.0 -0.214
C -4.00864 0.53321 2.99853 0.0 0.0 0.0 -0.179
H 1.80843 2.84911 -3.45556 0.0 0.0 0.0 0.257
H 0.24000 3.66506 -3.67404 0.0 0.0 0.0 0.262
H 0.49377 2.08557 -4.39829 0.0 0.0 0.0 0.255
H -1.71082 1.85595 -3.25041 0.0 0.0 0.0 0.244
H -3.73769 1.06733 -2.51601 0.0 0.0 0.0 0.245
H -4.03956 1.71548 -0.89074 0.0 0.0 0.0 0.260
H -3.70723 0.00133 -1.09618 0.0 0.0 0.0 0.248
H -1.13368 0.53227 4.80636 0.0 0.0 0.0 0.240
H -2.70865 -0.25157 6.55653 0.0 0.0 0.0 0.232
H -5.10162 -0.53126 6.01391 0.0 0.0 0.0 0.230
H -5.93347 -0.02809 3.74663 0.0 0.0 0.0 0.230
H -4.37532 0.76564 2.00917 0.0 0.0 0.0 0.228
C 3.61602 0.64067 0.03946 0.0 0.0 -0.1 -0.275
N 2.40093 -0.08927 0.41830 -0.1 -0.2 0.1 -0.487
C 2.48941 -1.16099 1.14572 -0.1 0.0 -0.1 0.192
C 1.28830 -1.76828 1.57752 0.0 0.1 0.0 -0.036
C 0.93936 -2.93088 2.26496 0.1 0.1 -0.1 -0.204
C -0.45280 -2.95158 2.31557 -0.1 0.0 0.0 -0.310
C -0.90571 -1.80189 1.66151 0.0 -0.1 0.0 -0.030
N 0.13984 -1.08259 1.23240 0.4 -0.2 -0.1 -0.477
C 4.36246 1.17307 1.23924 0.0 0.0 0.0 0.031
C 5.70625 0.87603 1.42035 0.0 0.0 0.0 -0.241
C 6.39372 1.37161 2.52154 0.0 0.0 0.0 -0.196
C 5.73652 2.16186 3.45016 0.0 0.0 0.0 -0.206
C 4.38975 2.45778 3.27668 0.0 0.0 0.0 -0.185
C 3.70646 1.96680 2.17701 0.0 0.0 0.0 -0.246
H 3.30925 1.45802 -0.61331 0.0 0.0 0.0 0.225
H 4.26329 -0.01505 -0.54793 0.0 0.0 0.0 0.212
H 3.46282 -1.56558 1.41118 0.0 0.0 0.0 0.216
H 1.61741 -3.66648 2.66576 0.0 0.0 0.0 0.235
H -1.07554 -3.70883 2.76161 0.0 0.0 0.0 0.235
H -1.92642 -1.49123 1.49728 0.0 0.0 0.0 0.200
H 6.22299 0.25643 0.69635 0.0 0.0 0.0 0.213
H 7.44135 1.13528 2.65249 0.0 0.0 0.0 0.223
H 6.26940 2.54677 4.30933 0.0 0.0 0.0 0.223
H 3.87351 3.07453 4.00064 0.0 0.0 0.0 0.219
H 2.65342 2.19475 2.05090 0.0 0.0 0.0 0.213
```
Forces are in eV/Å.

Values from the calculation:
HOMO   -10.67 eV
Kohn-Sham gap   5.6126 eV
Energy relative to the best compared isomer or geometry (same formula, charge and spin)   0.000 eV
Total charge   +1

=====

Record 3
The following is a DFT calculation (ωB97M-V/def2-TZVPD) of C24H23N5O2PbSb as an isolated structure at a distorted geometry.

```
56
Properties=species:S:1:pos:R:3:forces:R:3:nbo_charge:R:1
Pb 0.28694 -0.01108 -0.20874 0.4 0.0 0.0 1.547
C -0.11103 -3.06511 -1.84144 0.0 0.1 0.0 -0.660
C -1.34937 -2.93456 -1.01303 -0.1 0.0 0.0 0.256
C -2.36481 -3.88901 -1.05748 0.0 0.0 0.0 -0.196
C -3.49842 -3.73156 -0.28523 0.0 0.0 0.0 -0.088
C -3.60991 -2.61488 0.54067 0.0 0.0 0.0 -0.258
C -2.56710 -1.71292 0.52654 -0.4 0.0 0.3 -0.075
N -1.48082 -1.85672 -0.21869 0.0 0.2 0.0 -0.596
Sb -2.75162 0.01667 1.85622 1.0 0.0 -0.6 1.482
C -2.53793 1.73306 0.51639 -0.4 0.0 0.3 -0.078
C -3.56470 2.65310 0.52426 0.0 0.0 0.0 -0.258
C -3.43237 3.76648 -0.30292 0.0 0.0 0.0 -0.088
C -2.29316 3.90424 -1.07011 0.0 0.0 0.0 -0.196
C -1.29352 2.93319 -1.02032 -0.1 0.1 0.0 0.256
C -0.05031 3.04933 -1.84320 0.0 -0.1 0.0 -0.659
N -1.44583 1.85743 -0.22670 0.0 -0.2 0.0 -0.598
C -0.92465 0.02602 3.10003 -0.5 0.0 0.3 -0.051
C -1.09674 0.04589 4.46880 0.0 0.0 -0.1 -0.250
C 0.06688 0.05398 5.23362 0.0 0.0 0.0 -0.097
C 1.29684 0.04066 4.60339 0.0 0.0 -0.1 -0.197
C 1.37503 0.02012 3.21069 -0.1 0.0 0.3 0.260
C 2.67866 0.00625 2.48439 0.0 0.0 -0.1 -0.662
N 0.23658 0.01418 2.49412 -0.2 0.0 -0.4 -0.555
H 0.03065 -4.09377 -2.16392 0.0 0.0 0.0 0.271
H 0.77646 -2.76753 -1.27649 0.0 0.0 0.0 0.218
H -0.18201 -2.44553 -2.73860 0.0 0.0 0.0 0.259
H -2.24938 -4.75063 -1.70081 0.0 0.0 0.0 0.262
H -4.28986 -4.46945 -0.31284 0.0 0.0 0.0 0.268
H -4.47950 -2.46501 1.16736 0.0 0.0 0.0 0.253
H -4.43878 2.51944 1.14841 0.0 0.0 0.0 0.253
H -4.21100 4.51769 -0.33466 0.0 0.0 0.0 0.268
H -2.16071 4.76374 -1.71299 0.0 0.0 0.0 0.262
H 0.12060 4.08210 -2.13750 0.0 0.0 0.0 0.271
H -0.13852 2.45807 -2.75761 0.0 0.0 0.0 0.260
H 0.82797 2.70992 -1.28786 0.0 0.0 0.0 0.216
H -2.07820 0.05456 4.92320 0.0 0.0 0.0 0.254
H 0.00263 0.06992 6.31422 0.0 0.0 0.0 0.268
H 2.21016 0.04532 5.18253 0.0 0.0 0.0 0.261
H 3.51072 -0.01515 3.18292 0.0 0.0 0.0 0.265
H 2.78504 0.89556 1.85854 0.0 0.0 0.0 0.241
H 2.75584 -0.87082 1.83773 0.0 0.0 0.0 0.239
O 0.90152 0.00325 -2.68111 0.3 0.0 0.1 -0.422
N 2.05983 -0.01109 -3.09569 -0.6 0.0 -0.6 0.232
N 2.98855 -0.00586 -2.13523 0.6 0.0 0.8 0.176
O 2.68658 0.00393 -0.88471 -0.1 0.0 -0.5 -0.592
C 4.31108 -0.01477 -2.56002 -0.1 0.0 0.0 0.219
C 4.61998 -0.01426 -3.94823 0.0 0.0 0.0 -0.154
C 5.93524 -0.01182 -4.32819 0.1 0.0 0.1 -0.204
C 6.94467 -0.01526 -3.35680 0.0 0.0 0.0 -0.017
C 6.63203 -0.01682 -1.98360 0.0 0.0 0.0 -0.177
C 5.32582 -0.01714 -1.57862 0.0 0.0 0.0 -0.191
H 3.83065 -0.01888 -4.68322 0.0 0.0 0.0 0.265
H 6.19746 -0.00952 -5.37667 0.0 0.0 0.0 0.265
H 7.98220 -0.01978 -3.66545 0.0 0.0 0.0 0.256
H 7.42641 -0.01772 -1.25057 0.0 0.0 0.0 0.260
H 5.06123 -0.01946 -0.53279 0.0 0.0 0.0 0.254
```
Forces are in eV/Å.

Values from the calculation:
HOMO (spin up / spin down)   -17.68 / -17.11 eV
Kohn-Sham gap (spin up / spin down)   6.5333 / 4.6678 eV
Total charge   +3